DFT (ωB97M-V/def2-TZVPD) results for the ion C17H26NO2 with charge +1.

The spin multiplicity is 1. As for the net charge: +1. For the max |F|, the calculation gives 0.01900 hartree/bohr. The energy is -868.2920 Eh. The gap between HOMO and LUMO is 0.27740 Eh. The energy above the lowest of the compared OMol25 structures with the same formula, charge and spin is 2.3555 eV. Its SMILES is CCC[NH+](CC#CCOc1ccc(OC)cc1)CCC.

```
46
Properties=species:S:1:pos:R:3:mulliken_charge:R:1
C -3.7790 -3.2354 -1.5419 -1.429
C -3.9515 -2.1239 -0.5110 -0.134
C -2.9439 -1.0081 -0.7753 -0.693
N -3.1901 0.2120 0.0388 0.076
C -2.9120 -0.0270 1.4873 -0.764
C -1.5066 -0.3172 1.6845 -0.065
C -0.3382 -0.5522 1.8195 -0.243
C 1.0939 -0.7629 1.8681 -0.459
O 1.6209 -0.1881 0.6897 -0.238
C 2.9945 -0.1846 0.5352 0.414
C 3.8972 -0.7589 1.4201 -0.145
C 5.2510 -0.6929 1.1570 -0.801
C 5.7344 -0.0584 0.0134 0.616
O 7.0816 -0.0544 -0.1399 -0.434
C 7.6340 0.5736 -1.2735 -0.834
C 4.8226 0.5129 -0.8709 -0.310
C 3.4679 0.4479 -0.6071 -0.805
C -2.4208 1.3769 -0.4805 -0.545
C -2.8850 2.7089 0.1037 -0.372
C -4.3728 2.9696 -0.1156 -1.229
H -3.9604 -2.8650 -2.5475 0.368
H -2.7732 -3.6438 -1.4994 0.359
H -4.4817 -4.0387 -1.3439 0.397
H -4.9689 -1.7294 -0.5777 0.295
H -3.8110 -2.5501 0.4827 0.309
H -3.0032 -0.7277 -1.8293 0.420
H -1.9274 -1.3480 -0.5651 0.300
H -4.1850 0.4531 -0.0486 0.305
H -3.5229 -0.8636 1.8345 0.423
H -3.1920 0.8637 2.0548 0.458
H 1.4997 -0.2755 2.7672 0.468
H 1.3074 -1.8417 1.9166 0.424
H 3.5708 -1.2620 2.3168 0.394
H 5.9616 -1.1343 1.8367 0.406
H 7.2970 0.0984 -2.2000 0.338
H 8.7115 0.4525 -1.1791 0.239
H 7.3914 1.6405 -1.2995 0.339
H 5.1532 1.0122 -1.7671 0.378
H 2.7580 0.8899 -1.2886 0.361
H -2.5532 1.4028 -1.5642 0.435
H -1.3652 1.2042 -0.2594 0.194
H -2.3107 3.4871 -0.3999 0.408
H -2.6418 2.7783 1.1643 0.312
H -5.0039 2.3237 0.4947 0.326
H -4.6077 3.9929 0.1618 0.409
H -4.6402 2.8429 -1.1625 0.325
```

=====

DFT (ωB97M-V/def2-TZVPD) results for a cluster of 2 separate species, C39H45NO4SSi in total at a distorted geometry.

The spin multiplicity is 1. For the max |F|, the calculation gives 0.05886 hartree/bohr. The energy is -2556.4585 Eh. The gap between HOMO and LUMO is 0.15411 Eh.

```
91
Properties=species:S:1:pos:R:3:mulliken_charge:R:1
C 4.7613 3.0912 2.5361 -1.111
Si 4.4333 1.4454 3.3420 0.398
C 5.9070 0.3053 3.2244 -1.142
C 3.9542 1.6659 5.1319 -0.844
O 3.2005 0.7120 2.4804 -0.267
C 1.8257 0.4442 2.7187 1.868
C 1.6851 -0.7303 3.7016 0.190
C 2.7446 -1.6175 3.8907 -0.354
C 2.6245 -2.6734 4.8013 -1.069
C 1.4209 -2.8570 5.4947 -0.831
C 0.3376 -2.0026 5.2648 -1.227
C 0.4728 -0.9481 4.3595 0.066
C 1.1483 1.7617 3.1407 0.299
C 0.7167 1.9978 4.4485 -0.297
C 0.1475 3.2346 4.7798 -1.178
C 0.1188 4.2663 3.8423 -0.659
C 0.6494 4.0613 2.5693 -0.920
C 1.1770 2.8171 2.2207 -0.452
C 1.2641 -0.0443 1.3389 -1.209
C 2.0163 -1.2666 0.7727 -0.933
C 1.1160 -2.4741 0.9529 -0.746
C -0.3051 -1.9394 1.2058 -0.543
N -0.1283 -0.5086 1.4064 0.257
C -1.1868 0.2612 1.6296 0.214
C -2.4657 -0.2899 1.8885 -0.594
C -3.1313 0.1732 3.0026 -0.576
C -4.3875 -0.2056 3.5885 0.284
C -4.6137 -0.0266 4.9769 -0.575
C -5.8248 -0.3953 5.5531 -0.620
C -6.8475 -0.9430 4.7718 -0.445
C -6.6394 -1.1176 3.4018 -0.540
C -5.4417 -0.7225 2.8007 -0.284
H 5.5371 3.6328 3.0991 0.368
H 5.1160 2.9446 1.5057 0.310
H 3.8577 3.7155 2.5042 0.285
H 6.7922 0.7580 3.6968 0.398
H 5.7079 -0.6483 3.7325 0.316
H 6.1469 0.0923 2.1734 0.334
H 4.8614 1.8750 5.7207 0.550
H 3.2590 2.5058 5.2642 0.254
H 3.4869 0.7594 5.5414 0.183
H 3.6856 -1.4825 3.3491 0.352
H 3.4837 -3.3354 4.9652 0.455
H 1.3351 -3.6683 6.2221 0.407
H -0.6132 -2.1385 5.7900 0.486
H -0.3666 -0.2735 4.1835 0.646
H 0.8420 1.2284 5.2129 0.687
H -0.2561 3.3664 5.7834 0.485
H -0.3163 5.2283 4.1052 0.422
H 0.6672 4.8610 1.8281 0.441
H 1.6464 2.6682 1.2460 0.488
H 1.3188 0.7904 0.6200 1.009
H 2.1556 -1.0629 -0.2937 0.539
H 3.0049 -1.3758 1.2127 0.212
H 1.1106 -3.1207 0.0740 0.459
H 1.4180 -3.0641 1.8252 0.237
H -0.9759 -2.1277 0.3478 0.478
H -0.7686 -2.4128 2.0903 0.315
H -1.0541 1.3354 1.7426 0.643
H -2.8562 -1.1156 1.2830 0.464
H -2.5648 0.9341 3.5646 0.528
H -3.8135 0.3960 5.5902 0.384
H -5.9768 -0.2754 6.6276 0.357
H -7.7830 -1.2634 5.2287 0.396
H -7.4110 -1.5678 2.7791 0.497
H -5.3081 -0.7600 1.7238 0.398
C -7.5163 -5.1735 2.5256 -1.392
C -6.2184 -4.4548 2.2533 0.142
O -6.2002 -4.0471 0.8828 -0.361
C -4.9802 -3.4797 0.5622 0.989
C -4.8576 -3.5290 -0.8605 -0.908
S -3.7514 -2.9035 -1.9443 0.343
C -4.7423 -1.5865 -2.6931 0.118
C -4.8326 -0.3928 -1.9758 -0.057
C -5.5531 0.6854 -2.4980 -0.659
C -6.2455 0.5416 -3.7050 -0.368
C -6.2176 -0.6813 -4.3820 -0.442
C -5.4865 -1.7610 -3.8669 -0.380
O -3.5415 -3.8226 -3.0942 -0.740
O -4.2002 -3.0684 1.4168 -0.570
H -7.4883 -5.4577 3.5780 0.389
H -8.3820 -4.5200 2.3702 0.291
H -7.6255 -6.0721 1.9124 0.356
H -6.1437 -3.5630 2.8817 0.011
H -5.3510 -5.1064 2.4335 0.327
H -5.4832 -4.2904 -1.3236 0.245
H -4.3160 -0.3129 -1.0199 0.260
H -5.5468 1.6345 -1.9558 0.354
H -6.7903 1.3898 -4.1165 0.347
H -6.7513 -0.7957 -5.3298 0.344
H -5.4859 -2.7177 -4.3825 0.421
```

=====

DFT (ωB97M-V/def2-TZVPD) results for a structure of composition CaH6N4O15 at a distorted geometry.

The spin multiplicity is 1. As for the net charge: -2. For the max |F|, the calculation gives 0.11664 hartree/bohr. The energy is -2028.4111 Eh. The gap between HOMO and LUMO is 0.20881 Eh. The energy above the lowest of the compared OMol25 structures with the same formula, charge and spin is 6.1697 eV.

```
26
Properties=species:S:1:pos:R:3:mulliken_charge:R:1
Ca 6.7561 1.8750 -14.4721 1.724
N 7.0515 -1.0578 -18.3147 0.931
O 7.4300 -2.2131 -18.2389 -0.606
O 6.3998 -0.6748 -19.2970 -0.655
O 7.4288 -0.3019 -17.4006 -0.639
N 4.7149 -1.9375 -12.2128 0.912
O 5.5319 -1.2922 -12.9076 -0.612
O 3.9444 -1.3320 -11.4941 -0.631
O 4.7963 -3.1850 -12.2733 -0.631
N 4.1402 3.8220 -10.9376 0.961
O 4.8388 3.2914 -11.7418 -0.624
O 3.1258 4.3257 -11.3957 -0.666
O 4.3014 3.8288 -9.7047 -0.650
N 10.2172 4.4551 -14.9932 1.026
O 9.9859 3.4284 -15.5922 -0.642
O 11.2068 5.2016 -15.2718 -0.664
O 9.4119 4.7189 -14.1236 -0.659
O 9.4161 0.7999 -12.1059 -0.586
H 9.9365 0.0451 -12.3812 0.308
H 10.0569 1.4176 -11.7537 0.307
O 6.0393 4.5787 -16.4424 -0.547
H 6.1575 5.5092 -16.2514 0.291
H 6.1303 4.5155 -17.3932 0.301
O 3.4674 1.1288 -15.2908 -0.511
H 3.1112 0.2672 -15.0739 0.298
H 2.7183 1.6203 -15.6276 0.263
```

=====

DFT (ωB97M-V/def2-TZVPD) results for the molecule C4H8O3.

The spin multiplicity is 1. For the max |F|, the calculation gives 0.01452 hartree/bohr. The energy is -382.9076 Eh. The gap between HOMO and LUMO is 0.41787 Eh. The energy above the lowest of the compared OMol25 structures with the same formula, charge and spin is 1.5561 eV. Its SMILES is CCOC(=O)CO.

```
15
Properties=species:S:1:pos:R:3:mulliken_charge:R:1
C -1.6109 0.2474 0.5022 -1.164
C -1.2207 -0.7876 -0.5826 -0.218
O -0.0346 -0.5172 -1.3518 -0.375
C 1.0805 -0.5734 -0.5658 0.581
O 1.5941 -1.5934 -0.1849 -0.569
C 1.4234 0.8103 -0.0973 -0.122
O 2.5105 0.8939 0.7684 -0.519
H -0.8889 0.4414 1.3073 0.393
H -1.8449 1.2212 0.0536 0.322
H -2.5017 -0.1439 1.0065 0.356
H -2.0088 -0.8276 -1.3325 0.294
H -1.1194 -1.7850 -0.1485 0.321
H 1.5382 1.4851 -0.9512 0.320
H 0.4790 1.1000 0.3837 0.064
H 2.6043 0.0288 1.1931 0.317
```

=====

DFT (ωB97M-V/def2-TZVPD) results for a cluster of 12 separate species, C54H120Br12N6O4 in total at a distorted geometry.

The spin multiplicity is 1. As for the net charge: +2. For the max |F|, the calculation gives 0.06747 hartree/bohr. The energy is -33646.4676 Eh. The gap between HOMO and LUMO is 0.30290 Eh. The energy above the lowest of the compared OMol25 structures with the same formula, charge and spin is 1.4096 eV.

```
196
Properties=species:S:1:pos:R:3:mulliken_charge:R:1
C 2.5321 -4.6919 4.4511 -1.437
C 1.7022 -5.4323 3.5259 0.263
C 0.4646 -4.5224 3.2998 0.859
O -0.2339 -4.4187 4.5468 -0.353
C -0.6207 -5.6503 5.1118 -0.828
N 2.3416 -5.6872 2.2048 -0.438
H 3.0383 -6.3939 2.3632 0.288
H 1.6764 -6.1591 1.6778 0.188
H 0.8537 -1.7460 3.2943 0.326
H 2.0003 -4.4155 5.3774 0.383
H 2.9156 -3.7292 4.0171 0.134
H 3.4201 -5.3117 4.6807 0.434
H 1.3088 -6.3178 3.9595 0.717
H -0.2396 -4.9257 2.5089 0.359
H 0.7892 -3.5322 3.0066 -1.327
H 0.0434 -6.2128 5.7918 0.307
H -0.9144 -6.4214 4.3814 0.351
H -1.5502 -5.4358 5.7228 0.241
C 1.4241 -5.1466 -1.1909 -0.999
C 0.3739 -4.6277 -2.2119 0.216
C -0.9476 -4.6314 -1.5840 -1.044
O -1.9896 -4.0431 -2.3505 -0.377
C -3.3053 -4.0294 -1.8255 -0.738
N 0.7126 -3.2293 -2.5530 1.092
H 0.3729 -3.0434 -3.5355 0.056
H 0.1859 -2.5699 -1.9931 -1.087
H 2.4015 -2.3743 -3.0756 -0.247
H 1.0814 -6.1571 -0.8103 0.518
H 1.5802 -4.4126 -0.4317 -0.059
H 2.3275 -5.2584 -1.7085 0.227
H 0.5368 -5.2486 -3.0895 0.561
H -0.9212 -4.0167 -0.6447 0.010
H -1.1012 -5.6367 -1.2192 0.607
H -4.0145 -4.2574 -2.6404 0.242
H -3.5636 -3.0376 -1.5107 0.087
H -3.3750 -4.7774 -1.0711 0.517
C 5.2738 1.5016 -1.1303 -1.416
C 5.3120 0.1542 -0.4435 0.299
C 5.3910 -1.0647 -1.4159 0.474
N 5.0731 -2.3952 -0.7534 0.699
C 3.7493 -2.2503 -0.2303 -1.006
C 5.9838 -2.7499 0.4208 -0.512
C 5.7722 -4.2612 0.5278 -0.730
C 5.1065 -4.7721 -0.7025 -0.384
C 5.2049 -3.5328 -1.6809 0.098
H 6.1827 1.5149 -1.7729 0.423
H 5.3676 2.2965 -0.3917 0.443
H 4.3711 1.5416 -1.7473 0.177
H 4.4192 -0.0468 0.1521 -0.445
H 6.1242 0.2593 0.2245 0.410
H 6.2984 -1.1766 -2.0232 0.669
H 4.6245 -0.9005 -2.1979 -0.976
H 3.3160 -3.2274 0.0892 -0.550
H 3.2322 -1.8421 -1.0623 0.343
H 3.8346 -1.6848 0.7096 0.759
H 5.7049 -2.0635 1.2447 0.424
H 7.0237 -2.5129 0.1688 0.439
H 5.2998 -4.5310 1.4628 0.394
H 6.7638 -4.7339 0.4962 0.314
H 4.0805 -5.0306 -0.6349 -0.215
H 5.6566 -5.6085 -1.1933 0.572
H 4.5053 -3.3581 -2.4812 -0.208
H 6.1387 -3.4935 -2.2437 0.544
C -3.7216 7.1742 2.4904 -1.550
C -2.4502 6.6413 3.0804 0.304
C -2.7853 5.7326 4.2529 -1.263
N -1.7231 5.4044 5.2668 0.590
C -0.5860 4.6652 4.6173 -0.516
C -2.2962 4.5202 6.3547 -0.604
C -1.2357 4.6705 7.5113 -0.626
C -0.8662 6.1647 7.3624 -0.696
C -1.1738 6.6392 5.9700 -0.573
H -4.3863 6.3252 2.2990 0.345
H -3.6640 7.7699 1.5507 0.376
H -4.2298 7.8108 3.2396 0.380
H -1.7845 7.4620 3.3825 0.305
H -1.9514 6.1819 2.2509 0.135
H -3.1985 4.8381 3.9229 0.664
H -3.5112 6.2795 4.8628 0.429
H -1.0397 3.8121 4.1387 0.031
H 0.0995 4.3166 5.3650 0.557
H -0.1250 5.3002 3.7469 -0.197
H -2.5073 3.5083 5.9423 0.348
H -3.2391 4.9230 6.6861 0.496
H -0.3399 3.9931 7.3647 0.245
H -1.6998 4.4171 8.4933 0.430
H 0.0946 6.4460 7.7517 0.402
H -1.5860 6.7402 7.9668 0.327
H -0.2628 6.8055 5.4160 0.185
H -1.8044 7.4863 5.9104 0.520
C 2.2771 1.0157 1.4438 -2.164
C 0.9692 1.1813 2.2193 1.737
C -0.1063 2.1798 1.6336 -0.216
C -1.5618 1.8829 1.9849 -0.727
C -1.9430 0.4637 1.5512 -1.230
C -0.7690 -0.5023 1.3413 2.418
N 0.2638 -0.1218 2.4066 -0.058
O 1.2220 -1.2323 2.5611 -0.386
C -0.2548 -0.6130 -0.1748 -1.176
C -1.2710 -1.9341 1.6342 -1.738
C 1.5303 1.6835 3.5768 -1.948
H 1.9670 0.7852 0.4223 0.265
H 2.8484 0.1622 1.7803 0.468
H 2.7764 1.9521 1.4962 0.677
H -0.0763 2.2118 0.5525 0.568
H 0.0476 3.2408 1.9654 -0.491
H -2.2565 2.5366 1.5025 0.624
H -1.6914 2.1265 3.0722 -0.059
H -2.3851 0.5430 0.5615 0.259
H -2.7427 0.0828 2.1185 0.176
H 0.7184 -1.1485 -0.1771 -0.780
H -0.1101 0.3583 -0.5444 0.296
H -1.0339 -1.0510 -0.7241 0.891
H -2.1678 -2.2820 1.1390 0.191
H -1.4039 -1.9570 2.7253 0.759
H -0.4335 -2.6261 1.4359 -0.339
H 2.3286 0.9438 3.7364 0.327
H 0.8342 1.6164 4.4003 0.428
H 1.9142 2.6857 3.5861 0.386
C 2.5314 -4.0939 -5.3646 -1.580
C 3.0355 -2.7445 -5.8417 1.146
C 2.5176 -2.3466 -7.3223 -1.199
C 2.6847 -0.8829 -7.6168 -0.853
C 1.9521 -0.1271 -6.4924 -0.960
C 2.6634 -0.2952 -5.0563 1.328
N 2.6194 -1.7041 -4.8609 -0.155
O 3.1732 -2.0501 -3.5756 1.418
C 1.7378 0.3938 -4.0059 -0.518
C 4.0699 0.3860 -5.0269 -1.345
C 4.5553 -2.9071 -5.8065 -1.420
H 1.4477 -4.1626 -5.3852 0.293
H 2.9861 -4.2744 -4.3951 0.054
H 2.9447 -4.8509 -6.0512 0.580
H 1.4460 -2.5549 -7.3161 0.323
H 2.9653 -3.0304 -8.0359 0.452
H 2.3086 -0.5277 -8.5693 0.428
H 3.7183 -0.5061 -7.5662 0.372
H 0.8562 -0.3705 -6.4636 -0.178
H 1.9077 0.9787 -6.6901 0.591
H 1.0219 -0.3309 -3.6260 -0.239
H 1.1453 1.1624 -4.5194 0.475
H 2.3883 0.8170 -3.2363 -0.415
H 4.7280 0.0480 -5.8069 0.381
H 4.3680 0.1310 -4.0132 0.144
H 3.8503 1.4336 -4.9413 0.417
H 4.8555 -3.1183 -4.8132 0.035
H 5.1672 -2.0720 -6.1277 0.284
H 4.8277 -3.7236 -6.4489 0.542
Br -1.8221 6.2067 -1.5932 -0.151
C -3.0403 5.5440 -2.9767 -0.437
C -4.3096 4.9363 -2.4362 -0.747
Br -3.9042 3.3389 -1.3148 0.073
H -2.4625 4.7865 -3.4779 0.011
H -3.3181 6.4225 -3.4779 0.468
H -4.9014 4.4290 -3.1811 0.393
H -4.9631 5.6005 -1.8480 0.455
Br -6.4424 -2.3524 -1.5831 -0.174
C -5.9098 -1.1002 -3.0475 -0.331
C -7.0729 -0.4215 -3.6961 -0.482
Br -6.4020 1.0060 -4.8415 -0.173
H -5.2321 -1.6133 -3.7197 0.402
H -5.3019 -0.3903 -2.5001 0.019
H -7.7691 0.0709 -3.0372 0.353
H -7.5926 -1.1284 -4.3713 0.393
Br -1.9219 -1.5314 -3.7451 -0.084
C -1.9616 0.0105 -4.9449 0.027
C -2.2886 1.2938 -4.2149 -0.196
Br -2.3268 2.7433 -5.5024 -0.160
H -2.7293 -0.1935 -5.6683 0.626
H -0.9237 -0.0429 -5.2823 -0.455
H -1.5345 1.5300 -3.4629 0.227
H -3.2809 1.3360 -3.7234 0.109
Br -6.5845 1.3475 0.5191 -0.074
C -8.1567 2.4223 0.1222 -0.707
C -7.9037 3.2267 -1.2032 -0.151
Br -9.5727 4.1475 -1.6326 -0.130
H -8.4539 2.9960 1.0393 0.406
H -9.0021 1.7488 0.0603 0.400
H -7.6762 2.5154 -1.9687 0.108
H -7.1242 3.9572 -1.1880 0.131
Br -4.3373 -5.4311 3.5738 -0.132
C -4.5723 -3.8891 4.7286 -0.588
C -5.4966 -2.9151 4.1301 -0.647
Br -4.9393 -1.8746 2.5657 -0.016
H -3.5410 -3.5979 4.8869 0.183
H -4.8571 -4.2303 5.7056 0.450
H -5.8143 -2.1873 4.8834 0.377
H -6.3758 -3.4759 3.8689 0.375
Br 2.6507 6.8087 3.7237 -0.152
C 2.9965 7.3520 1.8989 -0.523
C 1.8183 7.2281 0.9906 -0.651
Br 1.0155 5.4479 0.8928 -0.015
H 3.8725 6.8099 1.6260 0.358
H 3.2201 8.4596 1.9436 0.370
H 2.1663 7.3779 -0.0529 0.400
H 0.9726 7.8561 1.2177 0.373
```

=====

Which value of gap between HOMO and LUMO does entry 4 give? 0.41787 Eh

=====

What did the third record say?
DFT (ωB97M-V/def2-TZVPD) results for a structure of composition CaH6N4O15 at a distorted geometry.

The spin multiplicity is 1. As for the net charge: -2. For the max |F|, the calculation gives 0.11664 hartree/bohr. The energy is -2028.4111 Eh. The gap between HOMO and LUMO is 0.20881 Eh. The energy above the lowest of the compared OMol25 structures with the same formula, charge and spin is 6.1697 eV.

```
26
Properties=species:S:1:pos:R:3:mulliken_charge:R:1
Ca 6.7561 1.8750 -14.4721 1.724
N 7.0515 -1.0578 -18.3147 0.931
O 7.4300 -2.2131 -18.2389 -0.606
O 6.3998 -0.6748 -19.2970 -0.655
O 7.4288 -0.3019 -17.4006 -0.639
N 4.7149 -1.9375 -12.2128 0.912
O 5.5319 -1.2922 -12.9076 -0.612
O 3.9444 -1.3320 -11.4941 -0.631
O 4.7963 -3.1850 -12.2733 -0.631
N 4.1402 3.8220 -10.9376 0.961
O 4.8388 3.2914 -11.7418 -0.624
O 3.1258 4.3257 -11.3957 -0.666
O 4.3014 3.8288 -9.7047 -0.650
N 10.2172 4.4551 -14.9932 1.026
O 9.9859 3.4284 -15.5922 -0.642
O 11.2068 5.2016 -15.2718 -0.664
O 9.4119 4.7189 -14.1236 -0.659
O 9.4161 0.7999 -12.1059 -0.586
H 9.9365 0.0451 -12.3812 0.308
H 10.0569 1.4176 -11.7537 0.307
O 6.0393 4.5787 -16.4424 -0.547
H 6.1575 5.5092 -16.2514 0.291
H 6.1303 4.5155 -17.3932 0.301
O 3.4674 1.1288 -15.2908 -0.511
H 3.1112 0.2672 -15.0739 0.298
H 2.7183 1.6203 -15.6276 0.263
```